1.
A molecular structure, C3H9NS, computed with wB97M-V/def2-TZVPD.

The geometry in XYZ format:
```
14
Properties=species:S:1:pos:R:3:forces:R:3:nbo_charge:R:1
C 0.322 1.256 0.001 -4.53 -0.19 0.68 -0.66
C 0.382 -0.292 -0.568 -1.24 2.59 2.17 -0.07
C -0.841 -0.946 0.253 1.70 2.42 -1.75 -0.54
H -0.601 1.745 -0.612 2.08 -0.93 1.57 0.22
H 1.130 2.072 -0.064 -0.76 -1.92 0.45 0.23
H -0.322 0.971 1.224 2.69 1.88 -3.34 0.17
H 0.017 -0.194 -1.614 1.36 -0.76 0.27 0.22
H 1.919 -0.404 0.702 1.15 0.72 0.58 0.37
H 2.405 -0.894 -1.013 -2.27 0.40 3.75 0.39
H -0.772 -1.956 0.271 -0.56 -3.62 -1.62 0.23
H -0.388 -0.938 1.223 -0.97 1.43 1.60 0.22
H -2.421 0.728 0.596 -0.27 0.42 0.08 0.13
N 1.669 -0.879 -0.124 0.22 -1.46 -5.43 -0.87
S -2.500 -0.269 -0.275 1.40 -0.98 0.99 -0.03
```
Positions in Å, forces in eV/Å.

Properties
Highest occupied orbital energy, eV: -8.856
HOMO-LUMO gap, eV: 9.78
Total charge: 0

***

2.
2 unconnected molecules or ions with the total composition C3H4NP, computed with wB97M-V/def2-TZVPD.

The geometry in XYZ format:
```
9
Properties=species:S:1:pos:R:3:forces:R:3:mulliken_spin:R:1
C 0.405 1.816 2.610 0.28 -0.31 -0.02 -0.20
C 0.100 -1.384 -1.229 1.88 -4.53 -2.43 0.00
C -0.443 -0.263 -1.447 -0.93 2.79 1.59 -0.01
N 1.343 2.153 2.006 -0.26 0.14 0.06 0.44
P -0.858 1.084 3.534 -0.03 0.16 -0.05 1.76
H 0.252 -2.030 -2.197 -0.06 0.66 2.39 0.00
H 0.450 -1.678 -0.271 0.33 -0.59 0.52 0.00
H -0.537 0.383 -0.570 -0.42 0.47 -0.80 0.01
H -0.710 -0.081 -2.436 -0.78 1.21 -1.26 0.00
```
Positions in Å, forces in eV/Å.

Properties
Highest occupied orbital energy (spin up / spin down), eV: -9.860 / -10.499
HOMO-LUMO gap (spin up / spin down), eV: 10.91 / 8.28
Multiplicity: 3
Expectation value of S²: 2.03
Total charge: 0

***

3.
C4H7NO in the gas phase, computed with wB97M-V/def2-TZVPD.

The geometry in XYZ format:
```
13
Properties=species:S:1:pos:R:3:forces:R:3:nbo_charge:R:1
C 1.986 -0.296 0.467 -0.15 0.03 0.00 -0.72
C 0.641 0.391 0.186 -0.09 0.41 0.14 0.58
O 0.466 1.539 0.546 0.09 -0.42 -0.09 -0.56
C -0.501 -0.310 -0.542 0.53 -0.05 -0.07 -0.21
C -1.888 -0.199 0.030 -0.18 -0.11 0.25 -0.23
N -1.521 0.542 -1.150 0.03 0.27 -0.13 -0.56
H 2.476 -0.726 -0.416 -0.40 0.09 0.00 0.23
H 1.865 -1.112 1.190 -0.16 0.07 -0.14 0.24
H 2.677 0.434 0.905 -0.34 -0.07 -0.11 0.24
H -0.210 -1.155 -1.165 -0.17 0.00 0.29 0.21
H -1.999 0.353 0.964 0.20 -0.12 -0.17 0.20
H -2.642 -0.975 -0.119 0.43 0.01 0.01 0.20
H -1.350 1.514 -0.898 0.18 -0.11 0.02 0.37
```
Positions in Å, forces in eV/Å.

Properties
Highest occupied orbital energy, eV: -9.852
SMILES: CC(=O)[C@H]1CN1
HOMO-LUMO gap, eV: 10.88
Total charge: 0

***

4.
A molecular structure, C31H15F4IrN5S4, computed with wB97M-V/def2-TZVPD.

The geometry in XYZ format:
```
60
Properties=species:S:1:pos:R:3:forces:R:3:mulliken_spin:R:1
Ir -0.299 1.173 -0.333 -0.14 -0.05 -0.03 1.00
S 0.043 -0.074 -2.356 0.09 0.09 -0.07 0.67
C 1.495 0.452 -3.069 -0.08 -0.02 0.06 0.02
C 1.917 -0.207 -4.247 -0.01 -0.02 -0.03 0.13
C 3.070 0.185 -4.891 0.01 0.01 0.00 -0.05
C 3.834 1.225 -4.371 -0.01 -0.02 -0.02 0.16
C 3.447 1.877 -3.195 0.00 0.00 0.03 -0.02
C 2.288 1.508 -2.551 -0.04 0.00 0.05 0.14
S 1.855 2.331 -1.034 0.06 0.13 0.03 0.17
C 1.017 3.827 -1.633 -0.02 -0.05 -0.02 0.00
C -0.494 3.814 -1.722 0.00 0.04 -0.08 0.02
C -1.109 4.977 -2.156 0.01 -0.04 -0.03 0.00
C -2.488 5.032 -2.226 -0.01 -0.01 0.01 0.00
C -3.218 3.908 -1.882 0.02 -0.01 -0.04 0.01
C -2.560 2.764 -1.469 0.00 0.01 -0.06 0.02
C -3.412 1.538 -1.219 0.00 -0.04 0.01 -0.01
S -2.695 0.057 -0.451 0.01 0.00 0.09 0.27
C -3.070 0.134 1.291 0.01 0.01 -0.03 0.00
C -4.095 -0.719 1.754 -0.02 0.00 -0.03 0.31
C -4.452 -0.707 3.117 0.02 0.00 0.05 -0.06
C -3.747 0.018 4.017 -0.02 0.00 0.00 0.30
C -2.523 0.786 3.632 -0.09 0.04 0.12 0.01
C -2.341 0.919 2.144 0.00 -0.01 -0.11 0.36
S -1.240 2.139 1.528 0.14 0.00 -0.16 0.43
N -1.214 2.730 -1.379 -0.02 0.02 0.17 -0.01
H 1.318 -1.024 -4.629 0.00 0.00 0.00 0.00
H 3.384 -0.322 -5.793 0.00 0.00 0.00 0.00
H 4.746 1.527 -4.868 0.00 0.00 0.00 0.00
H 4.069 2.663 -2.786 0.00 0.00 0.00 0.00
H 1.433 4.058 -2.614 0.00 0.03 0.02 0.01
H 1.324 4.631 -0.962 0.01 -0.02 0.04 0.00
H -0.503 5.833 -2.421 0.00 0.00 0.00 0.00
H -2.987 5.937 -2.544 0.00 0.00 0.00 0.00
H -4.298 3.910 -1.940 0.00 0.00 0.00 0.00
H -3.748 1.169 -2.192 -0.03 0.03 0.00 0.00
H -4.312 1.813 -0.670 0.02 0.00 0.04 0.00
H -4.614 -1.357 1.053 0.00 0.00 0.00 0.01
H -5.295 -1.299 3.446 0.00 0.01 0.00 0.00
H -3.997 0.006 5.070 -0.01 0.01 0.00 0.01
H -2.493 1.758 4.133 0.03 -0.01 -0.01 0.04
F 3.541 -0.339 2.025 0.00 -0.01 0.00 0.00
C 3.519 0.167 3.264 -0.02 0.02 0.02 -0.03
C 4.704 0.559 3.849 -0.02 0.03 -0.02 0.08
F 5.820 0.399 3.154 -0.02 -0.01 0.00 0.01
C 4.745 1.086 5.149 0.03 0.03 0.02 0.00
C 3.515 1.183 5.819 -0.02 -0.02 0.02 0.08
C 2.337 0.794 5.218 0.01 -0.01 0.01 -0.03
F 1.182 0.931 5.881 0.01 -0.01 0.01 0.00
C 2.304 0.276 3.931 0.04 -0.07 0.01 0.08
C 1.046 -0.150 3.316 -0.26 -0.21 -0.15 0.03
C 0.850 -0.323 1.946 0.54 0.12 -0.09 -0.01
N 0.609 -0.280 0.811 -0.29 -0.12 0.19 0.04
C -0.202 -0.074 3.868 -0.06 0.57 0.23 0.03
N -1.334 0.027 4.160 0.12 -0.39 -0.23 0.03
F 3.453 1.698 7.035 -0.01 0.00 -0.01 0.01
C 5.982 1.527 5.758 -0.07 -0.09 -0.05 0.38
C 7.075 1.931 4.963 0.08 -0.02 -0.05 -0.04
N 7.947 2.286 4.297 0.00 0.02 0.04 0.24
C 6.145 1.580 7.157 -0.02 0.11 0.06 -0.04
N 6.289 1.629 8.300 0.02 -0.04 -0.01 0.25
```
Positions in Å, forces in eV/Å.

Properties
Highest occupied orbital energy (spin up / spin down), eV: -12.683 / -14.083
HOMO-LUMO gap (spin up / spin down), eV: 6.75 / 4.94
Multiplicity: 6
Expectation value of S²: 8.86
Total charge: +2

***

Values for DFT total energy, hartree, ordered as above
-572.507880, -512.681505, -286.567338, -3559.923343
Values for strongest force on any atom, eV Å⁻¹, ordered as above
5.62, 5.48, 0.54, 0.61